Record 1
Below is one molecule with the formula C5H11NO, with properties calculated with ωB97M-V/def2-TZVPD.

Computed properties:
Orbital gap ... 0.3125 Ha
Relative energy (zero: lowest compared OMol25 entry of this formula, charge and spin) ... 107.1 kcal/mol
Spin multiplicity ... 1
Net charge ... 0
E ... -8897.055 eV

Positions of all 18 atoms, in Å:
C (-0.942, -1.571, -0.425)
C (-0.233, -0.340, -0.861)
C (-1.125, 1.287, 0.423)
N (1.010, -0.028, -0.563)
C (1.698, -0.736, 0.494)
C (0.609, 1.500, -0.237)
O (0.724, 2.297, -1.152)
H (-0.746, -1.822, 0.622)
H (-2.019, -1.485, -0.586)
H (-0.556, -2.382, -1.052)
H (-0.651, 0.232, -1.689)
H (-1.145, 2.343, 0.673)
H (-2.028, 1.104, -0.182)
H (-1.217, 0.704, 1.351)
H (1.145, -0.722, 1.445)
H (1.849, -1.772, 0.185)
H (2.681, -0.277, 0.646)
H (1.051, 1.588, 0.775)


Record 2
Below is a 2-piece molecular cluster, C4H12 overall at a distorted geometry, with properties calculated with ωB97M-V/def2-TZVPD.

Computed properties:
Orbital gap ... 0.4598 Ha
SMILES ... CC.CC
Relative energy (zero: lowest compared OMol25 entry of this formula, charge and spin) ... 7.9 kcal/mol
Spin multiplicity ... 1
Net charge ... 0
E ... -4342.187 eV

Positions of all 16 atoms, in Å:
C (2.643, -0.567, -0.082)
C (1.801, -0.783, 1.172)
H (2.322, -1.179, -0.917)
H (2.747, 0.438, -0.455)
H (3.586, -1.102, 0.078)
H (2.099, 0.052, 1.818)
H (2.005, -1.738, 1.634)
H (0.719, -0.670, 1.085)
C (-2.470, 1.312, -0.898)
C (-1.973, 0.049, -0.181)
H (-1.620, 1.924, -1.221)
H (-3.125, 1.166, -1.747)
H (-3.031, 1.931, -0.193)
H (-2.772, -0.698, -0.184)
H (-1.156, -0.417, -0.739)
H (-1.645, 0.266, 0.828)


Record 3
Below is a 4-piece molecular cluster, C19H29Cl2NO7S overall at a distorted geometry, with properties calculated with ωB97M-V/def2-TZVPD.

Computed properties:
Orbital gap ... 0.3723 Ha
SMILES ... C[C@H](Cl)[C@H](Cl)[C@H]1OS(=O)(=O)O[C@@H]1c1ccncc1.CC(C)=O.CC(C)=O.CC(C)=O
Spin multiplicity ... 1
Net charge ... 0
E ... -71875.721 eV

Positions of all 59 atoms, in Å:
C (-0.575, 1.435, -0.153)
C (0.119, 0.573, -1.220)
Cl (-0.130, 1.383, -2.810)
C (-0.487, -0.836, -1.284)
Cl (-0.580, -1.464, 0.398)
C (0.328, -1.890, -2.038)
O (-0.484, -3.111, -1.984)
S (-0.583, -3.906, -3.335)
O (-1.932, -3.886, -3.777)
O (0.084, -5.158, -3.272)
O (0.345, -2.923, -4.209)
C (0.581, -1.685, -3.539)
C (1.951, -1.127, -3.847)
C (3.097, -1.577, -3.199)
C (4.313, -1.001, -3.527)
N (4.465, -0.045, -4.438)
C (3.363, 0.360, -5.063)
C (2.098, -0.147, -4.818)
H (-0.028, 1.397, 0.781)
H (-0.591, 2.466, -0.501)
H (-1.611, 1.119, -0.056)
H (1.185, 0.523, -0.996)
H (-1.500, -0.761, -1.677)
H (1.198, -2.128, -1.428)
H (-0.157, -0.967, -3.905)
H (3.017, -2.359, -2.456)
H (5.209, -1.343, -3.019)
H (3.480, 1.144, -5.805)
H (1.235, 0.210, -5.362)
C (3.694, -0.008, 2.490)
C (3.025, 1.330, 2.318)
C (3.548, 2.465, 3.158)
O (2.097, 1.483, 1.555)
H (3.223, -0.738, 1.834)
H (4.755, 0.067, 2.243)
H (3.591, -0.336, 3.525)
H (4.602, 2.641, 2.937)
H (3.444, 2.213, 4.215)
H (2.981, 3.368, 2.945)
C (-5.743, 0.006, 1.279)
C (-5.002, 0.940, 0.354)
C (-5.839, 1.821, -0.540)
O (-3.793, 0.978, 0.329)
H (-5.030, -0.570, 1.864)
H (-6.385, 0.578, 1.952)
H (-6.368, -0.675, 0.700)
H (-6.483, 2.461, 0.064)
H (-6.468, 1.206, -1.187)
H (-5.189, 2.440, -1.154)
C (-0.872, -0.554, 5.400)
C (0.016, 0.398, 4.638)
C (-0.662, 1.365, 3.699)
O (1.220, 0.382, 4.767)
H (-0.264, -1.195, 6.034)
H (-1.574, 0.006, 6.020)
H (-1.441, -1.170, 4.702)
H (-1.355, 2.000, 4.254)
H (-1.224, 0.818, 2.938)
H (0.086, 1.985, 3.209)


Record 4
Below is C2H5N5O as an isolated structure at a distorted geometry, with properties calculated with ωB97M-V/def2-TZVPD.

Computed properties:
Orbital gap ... 0.2832 Ha
Relative energy (zero: lowest compared OMol25 entry of this formula, charge and spin) ... 216.1 kcal/mol
Spin multiplicity ... 1
Net charge ... 0
E ... -11643.175 eV

Positions of all 13 atoms, in Å:
C (-0.064, -0.133, 0.062)
C (0.058, -1.549, 0.052)
H (-2.242, -1.248, -0.702)
H (-3.086, 0.670, -0.149)
H (-0.772, -2.196, 0.413)
H (2.646, 2.043, 0.483)
H (0.730, 2.392, -0.422)
N (-2.257, -0.058, 0.044)
N (-1.143, 0.625, 0.081)
N (1.296, -1.793, -0.002)
N (1.176, 0.369, 0.485)
N (1.557, 1.573, -0.190)
O (2.101, -0.695, -0.156)


Record 5
Below is a 6-piece molecular cluster, C5H21NO6 overall at a distorted geometry, with properties calculated with ωB97M-V/def2-TZVPD.

Computed properties:
Orbital gap (spin up / spin down) ... 0.1128 / 0.3630 Ha
Relative energy (zero: lowest compared OMol25 entry of this formula, charge and spin) ... 19.9 kcal/mol
Spin multiplicity ... 2
Net charge ... -1
E ... -19298.483 eV

Positions of all 33 atoms, in Å:
C (-2.218, 1.940, -0.097)
N (-1.750, 0.680, -0.496)
C (-1.552, 0.646, -2.019)
C (-1.040, -0.489, 1.849)
C (-0.751, -0.067, 0.253)
C (0.545, 0.781, 0.361)
O (-2.239, 2.313, 1.064)
H (-2.710, 2.523, -0.872)
H (-0.489, 0.701, -2.196)
H (-2.221, -0.118, -2.533)
H (-1.904, 1.556, -2.566)
H (-0.224, -0.280, 2.505)
H (-1.978, 0.079, 2.075)
H (-1.398, -1.571, 1.930)
H (-0.784, -1.035, -0.247)
H (1.216, 0.836, -0.556)
H (1.140, 0.552, 1.379)
H (0.217, 1.844, 0.664)
H (0.912, -2.772, 1.361)
H (0.735, -3.718, 0.107)
O (0.481, -3.574, 1.009)
H (-0.112, -3.028, -1.440)
H (0.584, -2.161, -2.396)
O (-0.193, -2.819, -2.369)
H (2.513, 0.280, -1.907)
H (1.846, 1.316, -2.856)
O (2.695, 0.912, -2.592)
H (3.182, -0.625, 0.186)
H (3.632, -0.587, 1.599)
O (3.320, -1.234, 0.917)
H (-0.969, 1.751, 2.580)
H (-0.326, 3.092, 2.428)
O (-0.160, 2.278, 2.873)


Record 6
Below is a 6-piece molecular cluster, C8H28N10O6 overall at a distorted geometry, with properties calculated with ωB97M-V/def2-TZVPD.

Computed properties:
Orbital gap (spin up / spin down) ... 0.3471 / 0.1157 Ha
Relative energy (zero: lowest compared OMol25 entry of this formula, charge and spin) ... 9.0 kcal/mol
Spin multiplicity ... 2
Net charge ... +1
E ... -35928.450 eV

Positions of all 52 atoms, in Å:
C (3.561, -0.986, 3.576)
C (3.613, 0.488, 3.256)
C (2.599, 0.613, 2.025)
O (3.155, 1.291, 4.298)
H (4.289, -1.561, 3.003)
H (2.567, -1.428, 3.508)
H (4.048, -1.171, 4.533)
H (4.584, 0.799, 2.870)
H (2.914, 0.146, 1.092)
H (2.454, 1.643, 1.698)
H (1.669, 0.157, 2.366)
H (2.677, 1.997, 3.857)
C (2.284, 1.071, -3.983)
O (2.928, 0.681, -3.007)
N (2.066, 2.280, -4.198)
N (1.836, 0.315, -4.860)
H (1.330, 2.483, -4.859)
H (2.292, 2.942, -3.470)
H (1.809, -0.669, -4.632)
H (1.189, 0.586, -5.587)
C (-3.887, -0.583, 2.103)
O (-4.555, -0.778, 3.050)
N (-3.358, -1.503, 1.366)
N (-3.485, 0.566, 1.641)
H (-3.784, -2.412, 1.264)
H (-2.627, -1.217, 0.730)
H (-2.891, 0.490, 0.828)
H (-3.835, 1.402, 2.087)
C (-3.406, 1.962, -4.314)
O (-3.766, 1.599, -5.372)
N (-2.161, 2.145, -3.886)
N (-4.237, 2.640, -3.625)
H (-1.503, 1.901, -4.613)
H (-1.922, 2.671, -3.058)
H (-5.145, 2.657, -4.068)
H (-4.002, 3.286, -2.886)
C (0.049, -3.243, 2.509)
O (-0.050, -3.081, 1.292)
N (-0.695, -2.587, 3.394)
N (0.743, -4.170, 3.106)
H (-1.404, -2.011, 2.962)
H (-0.753, -2.914, 4.348)
H (1.228, -4.850, 2.537)
H (0.992, -4.117, 4.083)
C (-0.403, 0.108, -0.663)
O (-1.589, 0.101, -0.530)
N (0.135, 0.701, -1.683)
N (0.469, -0.611, -0.052)
H (-0.566, 0.984, -2.353)
H (1.070, 1.002, -1.917)
H (1.443, -0.507, -0.297)
H (0.029, -1.308, 0.531)